Entry 1:
Below is a 2-piece molecular cluster, C5H13NO overall at a distorted geometry, with properties calculated with wB97M-V/def2-TZVPD.

Structure (ORCA input):
```
! RIJCOSX wB97M-V def2-TZVPD def2/J DEFGRID3
* xyz 0 1
C -0.392 0.809 0.137
C -1.646 0.037 0.165
C 1.285 1.699 -1.340
C 1.165 -0.682 -0.976
C -0.858 -1.559 1.734
N 0.406 0.564 -1.067
O 0.178 0.968 1.299
H -0.350 -0.482 1.675
H -1.189 1.658 -0.170
H -2.353 0.302 0.940
H -1.976 -0.508 -0.715
H 2.022 1.868 -0.543
H 1.900 -0.671 -0.160
H 1.816 1.522 -2.277
H 0.688 2.607 -1.452
H 1.690 -0.844 -1.918
H 0.488 -1.521 -0.815
H -1.461 -2.060 0.974
H 0.031 -2.181 1.857
H -1.445 -1.528 2.650
*
```

Calculated values
LUMO level ... -0.342 eV
HOMO ... -8.69 eV
Electronic energy ... -328.12731 Eh
Orbital gap ... 8.350 eV
Energy above the lowest of the compared OMol25 structures with the same formula, charge and spin ... 502.9 kJ/mol
Strongest force on any atom ... 1.41 eV Å⁻¹

***

Entry 2:
Below is a 2-piece molecular cluster, C8H18Cl2Si overall at a distorted geometry, with properties calculated with wB97M-V/def2-TZVPD.

Structure (ORCA input):
```
! RIJCOSX wB97M-V def2-TZVPD def2/J DEFGRID3
* xyz 0 1
C 1.349 -1.582 1.325
C 2.456 -0.485 -0.477
C 2.576 0.682 1.853
C -1.966 -1.087 -0.212
C -2.789 1.246 0.198
C -1.753 0.852 -1.915
C 1.700 -0.213 0.838
C -1.588 0.436 -0.389
Si 0.076 0.883 0.335
Cl -0.392 -1.866 -3.142
Cl 0.815 2.741 -0.268
H 0.849 -1.417 2.287
H 0.723 -2.131 0.724
H 2.187 -2.318 1.550
H 2.554 0.351 -1.157
H 2.043 -1.327 -0.880
H 3.489 -0.502 -0.196
H 3.651 0.497 1.824
H 2.464 1.719 1.531
H 2.379 0.594 2.871
H -1.187 -1.758 -0.819
H -1.906 -1.548 0.765
H -2.994 -1.115 -0.507
H -2.751 1.546 1.159
H -3.666 0.670 0.015
H -2.935 2.206 -0.405
H -1.054 0.335 -2.566
H -2.746 0.650 -2.388
H -1.584 1.940 -1.954
*
```

Calculated values
LUMO level ... -2.858 eV
HOMO ... -7.17 eV
Electronic energy ... -1525.38936 Eh
Orbital gap ... 4.312 eV
Energy above the lowest of the compared OMol25 structures with the same formula, charge and spin ... 623.2 kJ/mol
Strongest force on any atom ... 3.81 eV Å⁻¹